The following is a quantum chemistry calculation of C13H21N4O3STc as an isolated structure at a distorted geometry, from OMol25.

```
43
Properties=species:S:1:pos:R:3:mulliken_charge:R:1
Tc 0.417 0.557 0.024 0.9286
C -3.575 1.339 -3.305 -0.8273
N -2.476 1.892 -2.485 0.0250
C -2.469 3.368 -2.352 -0.8529
C -1.629 1.152 -1.849 0.9954
O -0.717 1.691 -1.091 -0.7758
C -1.641 -0.358 -1.911 -0.7055
O -0.455 -0.844 -1.220 -0.5227
C 0.505 -1.623 -1.989 -0.7845
C 1.802 -0.847 -2.022 1.0909
O 1.862 0.194 -1.240 -0.7606
N 2.814 -1.179 -2.754 0.0229
C 2.835 -2.380 -3.614 -0.8464
C 4.084 -0.417 -2.717 -0.8556
H -3.662 1.952 -4.198 0.3384
H -3.366 0.316 -3.603 0.3369
H -4.501 1.383 -2.734 0.3537
H -2.601 3.784 -3.347 0.3253
H -3.305 3.654 -1.715 0.3780
H -1.529 3.697 -1.925 0.3107
H -2.514 -0.767 -1.397 0.4570
H -1.634 -0.726 -2.936 0.4260
H 0.632 -2.582 -1.482 0.4680
H 0.105 -1.802 -2.985 0.4211
H 1.845 -2.810 -3.720 0.3371
H 3.202 -2.083 -4.594 0.3574
H 3.510 -3.112 -3.173 0.3550
H 3.927 0.543 -2.240 0.3054
H 4.816 -1.007 -2.169 0.3750
H 4.411 -0.282 -3.745 0.3238
C -0.362 -2.078 6.488 -1.1293
C -0.140 -0.712 5.922 0.7714
C -0.103 0.474 6.674 -0.3762
C 0.123 1.646 5.968 -0.2175
N 0.280 1.601 4.657 -0.4479
C 0.245 0.514 3.932 0.6466
S 0.533 0.589 2.186 0.3310
N 0.037 -0.578 4.620 -0.4686
H -0.476 -2.023 7.566 0.3715
H 0.486 -2.715 6.238 0.3173
H -1.260 -2.508 6.043 0.3127
H -0.237 0.468 7.747 0.4220
H 0.181 2.619 6.443 0.4665
```

Output
HOMO energy (spin up / spin down)   -0.6284 / -0.6341 Eh
Total charge   +3
Orbital gap (spin up / spin down)   4.1108 / 4.9004 eV
<S²>   0.88
LUMO energy (spin up / spin down)   -0.4774 / -0.4540 hartree
Multiplicity   2

=====

The following is a quantum chemistry calculation of C13H22BI2O3P2Ru as an isolated structure at a distorted geometry, from OMol25.

```
44
Properties=species:S:1:pos:R:3:mulliken_charge:R:1
I -3.136 1.104 -3.834 0.0488
I -1.948 -3.231 -1.642 0.0681
Ru 0.031 -0.551 0.139 -0.2923
P 1.768 -0.280 -1.357 0.7738
C 1.352 -0.745 -3.059 -1.0466
C 2.710 1.278 -1.451 -1.1234
H 3.692 1.000 -1.862 0.4589
H 3.881 -1.318 -1.225 0.4283
H 2.797 1.710 -0.442 0.2158
H 3.030 -1.323 0.388 0.2469
H 0.720 0.039 -3.497 0.3696
H 2.157 1.959 -2.115 0.3601
C 2.939 -1.492 -0.696 -1.0611
H 2.310 -0.834 -3.582 0.4645
H 2.513 -2.483 -0.897 0.3401
H 0.803 -1.697 -3.034 0.2909
P -1.581 0.294 1.568 0.7678
C -3.281 0.047 0.987 -1.0601
C -1.306 -0.763 3.012 -1.0633
H -0.431 2.266 2.369 0.2132
H -2.055 1.986 3.150 0.4595
H -1.942 2.659 1.454 0.3604
C -1.487 1.999 2.208 -1.1161
H -0.228 -0.763 3.235 0.2452
H -1.900 -0.324 3.820 0.4293
H -3.919 0.232 1.858 0.4647
H -3.376 -0.983 0.616 0.3010
H -1.642 -1.770 2.733 0.3411
H -3.487 0.757 0.175 0.3736
C -1.083 -0.088 -1.209 0.2506
O -1.869 -0.063 -2.087 -0.3770
O 1.642 1.860 1.523 -0.3333
B 1.256 0.500 1.341 0.3530
O 1.893 -0.459 2.253 -0.2282
C 2.658 0.390 2.967 1.0430
C 3.504 -0.028 4.019 -1.1355
C 4.202 1.068 4.612 -0.4250
C 4.040 2.383 4.175 -0.3396
C 3.214 2.785 3.150 -1.0540
C 2.519 1.728 2.554 1.1363
H 3.671 -1.032 4.401 0.5424
H 4.896 0.889 5.443 0.4331
H 4.666 3.143 4.750 0.3756
H 3.148 3.866 2.869 0.4997
```

Output
HOMO energy (spin up / spin down)   -0.5023 / -0.5047 Eh
Total charge   +2
Orbital gap (spin up / spin down)   7.2879 / 3.4921 eV
<S²>   8.79
LUMO energy (spin up / spin down)   -0.2345 / -0.3763 hartree
Multiplicity   6

=====

The following is a quantum chemistry calculation of C13H22MoSe5Te as an isolated structure, from OMol25.

```
42
Properties=species:S:1:pos:R:3:mulliken_charge:R:1
Mo -0.326 0.364 -0.276 0.3897
C -2.085 -2.417 -1.515 -1.6879
C -0.956 -1.445 -1.684 0.7493
C -1.116 -0.291 -2.473 -1.0455
C -0.102 0.670 -2.622 1.2802
C -0.285 1.884 -3.480 -1.5865
C 1.176 0.361 -2.075 -0.8600
C 1.437 -0.891 -1.488 0.7873
C 2.838 -1.308 -1.179 -1.5909
C 0.343 -1.719 -1.173 -0.4156
H -3.028 -1.902 -1.328 0.3360
H -1.897 -3.117 -0.703 0.3871
H -2.201 -2.995 -2.434 0.3862
H -2.086 -0.096 -2.913 0.6018
H 0.277 2.732 -3.092 0.3964
H -1.335 2.160 -3.563 0.3180
H 0.083 1.667 -4.485 0.3127
H 1.989 1.063 -2.215 0.6128
H 3.472 -0.461 -0.924 0.4221
H 3.248 -1.764 -2.085 0.3912
H 2.883 -2.047 -0.383 0.4225
H 0.516 -2.643 -0.635 0.6600
Se -0.024 2.719 0.518 0.0789
Se -1.159 4.294 -0.766 -0.1783
Te -3.379 3.252 -1.055 0.2433
Se -2.868 0.973 -0.334 -0.1720
C -2.172 0.278 2.979 -1.1180
Se -1.497 -1.002 1.674 0.3344
C -0.028 -1.692 2.760 -0.9503
C 0.975 -0.622 3.099 -0.8703
Se 1.664 0.184 1.456 0.3718
C 2.442 1.760 2.292 -1.3943
H -2.298 -0.264 3.913 0.4241
H -3.134 0.625 2.620 0.4358
H -1.486 1.114 3.079 0.2826
H 0.416 -2.507 2.189 0.4240
H -0.480 -2.117 3.656 0.5355
H 1.838 -1.040 3.617 0.5449
H 0.549 0.172 3.711 0.4493
H 3.211 1.374 2.957 0.4282
H 1.694 2.323 2.844 0.4668
H 2.891 2.373 1.516 0.3966
```

Output
HOMO energy (spin up / spin down)   -0.5128 / -0.5338 Eh
Total charge   +2
Orbital gap (spin up / spin down)   6.9252 / 6.1090 eV
<S²>   2.02
LUMO energy (spin up / spin down)   -0.2583 / -0.3093 hartree
Multiplicity   3

=====

The following is a quantum chemistry calculation of a 2-piece molecular cluster, C13H22N2 overall at a distorted geometry, from OMol25.

```
37
Properties=species:S:1:pos:R:3:mulliken_charge:R:1
C -1.412 -3.252 2.345 -0.4344
C -2.258 -2.786 1.344 -0.3285
C -0.044 -2.962 2.211 -0.3233
C -1.778 -2.142 0.209 -0.3133
C 0.425 -2.391 1.109 -0.7242
C -0.389 -1.892 0.032 1.2232
C 0.131 -0.039 -3.369 -1.5291
C -0.702 2.373 -0.025 -1.3446
C 1.278 3.035 1.344 -1.3892
C 1.729 2.144 -0.986 -1.3533
C -0.561 -0.914 -2.298 -0.6121
C 0.211 -1.255 -1.023 -0.3137
C 0.820 2.053 0.254 1.3862
N 0.520 0.412 1.876 -0.3041
N 1.101 0.722 0.711 -0.3307
H -2.070 -3.867 3.076 0.2288
H -3.378 -3.006 1.462 0.2678
H 0.761 -3.188 2.894 0.4021
H -2.534 -1.760 -0.619 0.1007
H 1.528 -2.248 0.932 0.2385
H 0.118 1.010 -3.008 0.3304
H 1.106 -0.306 -3.565 0.3948
H -0.413 -0.260 -4.267 0.3987
H -0.899 3.494 -0.288 0.3146
H -0.983 1.596 -0.665 0.3353
H -1.283 2.135 0.890 0.4106
H 1.239 4.150 0.972 0.3262
H 2.249 2.718 1.642 0.4791
H 0.485 2.861 2.283 0.2666
H 1.467 3.136 -1.539 0.3145
H 2.798 2.239 -0.711 0.3672
H 1.485 1.343 -1.611 0.0752
H -1.457 -0.449 -2.059 0.2571
H -0.997 -1.825 -2.778 0.5485
H 1.294 -1.395 -1.228 0.2174
H 0.878 -0.299 2.428 0.2199
H -0.464 0.816 2.027 0.1973
```

Output
HOMO energy (spin up / spin down)   -0.2551 / -0.2683 Eh
Orbital gap (spin up / spin down)   7.7942 / 7.0578 eV
LUMO energy (spin up / spin down)   0.0314 / -0.0089 hartree

=====

The following is a quantum chemistry calculation of C13H22N2RhSi2Te as an isolated structure, from OMol25.

```
41
Properties=species:S:1:pos:R:3:mulliken_charge:R:1
Rh -0.293 -0.113 0.049 -0.5040
C 2.607 -1.535 -0.627 -1.2636
Si 1.942 0.126 0.071 0.6592
C 2.863 1.452 -0.933 -1.1963
C 2.654 0.229 1.836 0.3557
C 4.004 0.361 2.164 -0.3990
C 4.415 0.406 3.487 -0.5614
C 3.475 0.311 4.507 -0.5785
C 2.132 0.167 4.195 -0.3933
C 1.706 0.127 2.868 0.1958
Si -0.084 -0.111 2.281 0.8684
C -1.158 1.042 3.352 -1.0696
C -0.578 -1.867 2.876 -1.2476
H 3.702 -1.537 -0.574 0.3301
H 2.321 -1.676 -1.672 0.3093
H 2.245 -2.390 -0.052 0.2874
H 3.944 1.276 -0.914 0.3305
H 2.653 2.439 -0.522 0.2828
H 2.528 1.454 -1.972 0.3051
H 4.746 0.438 1.375 0.2705
H 5.466 0.519 3.729 0.3604
H 3.795 0.349 5.543 0.3613
H 1.407 0.091 5.000 0.2753
H -1.067 0.779 4.412 0.3287
H -2.210 0.975 3.069 0.1566
H -0.849 2.076 3.206 0.2862
H -0.507 -1.932 3.967 0.3845
H 0.079 -2.630 2.452 0.2789
H -1.603 -2.111 2.586 0.2528
Te -0.603 2.335 -0.123 -0.7273
C -4.475 0.515 1.269 -0.8957
N -4.337 -0.190 -0.012 -0.0762
C -4.833 0.537 -1.182 -0.9475
C -3.188 -0.831 -0.175 0.7558
N -2.186 -1.396 -0.300 -0.7069
H -5.536 0.647 1.479 0.3663
H -3.972 1.484 1.238 0.3226
H -4.026 -0.086 2.056 0.2533
H -5.914 0.648 -1.090 0.3126
H -4.608 -0.034 -2.080 0.3641
H -4.363 1.521 -1.260 0.3127
```

Output
HOMO energy (spin up / spin down)   -0.0999 / -0.0999 Eh
Total charge   -1
Orbital gap (spin up / spin down)   5.4702 / 5.4694 eV
LUMO energy (spin up / spin down)   0.1011 / 0.1011 hartree

=====

The following is a quantum chemistry calculation of a 2-piece molecular cluster, C13H22N3O overall at a distorted geometry, from OMol25.

```
39
Properties=species:S:1:pos:R:3:mulliken_charge:R:1
C 0.628 -0.079 -2.085 -0.7078
O -0.658 0.426 -1.735 -0.2084
C -1.536 -0.336 -1.125 0.2619
C -2.919 -0.246 -1.558 0.4245
C -3.597 -1.463 -1.823 -0.3128
C -4.912 -1.437 -2.280 -0.5822
C -5.545 -0.196 -2.488 -0.3344
C -4.849 1.014 -2.329 -0.6063
C -3.532 0.997 -1.888 -0.2826
H 1.329 0.682 -1.748 0.2798
H 0.830 -1.033 -1.593 0.2875
H 0.618 -0.175 -3.172 0.3576
H -1.222 -1.185 -0.487 0.3989
H -3.026 -2.390 -1.709 0.3759
H -5.437 -2.392 -2.429 0.3798
H -6.615 -0.184 -2.682 0.3935
H -5.337 1.973 -2.515 0.3874
H -2.912 1.891 -1.814 0.4270
C 2.933 -1.683 2.106 -1.2296
N 2.618 -0.765 1.053 0.2330
C 3.083 -1.167 -0.263 -1.1684
C 1.668 0.223 1.246 0.1926
N 0.607 0.261 0.499 -0.4037
N 1.883 1.151 2.252 0.1572
C 2.866 0.941 3.288 -0.8942
C 1.325 2.498 2.127 -1.0808
H 2.106 -1.796 2.819 0.3834
H 3.160 -2.652 1.643 0.4215
H 3.816 -1.325 2.645 0.3111
H 3.031 -0.325 -0.963 0.3451
H 4.139 -1.455 -0.136 0.4637
H 2.555 -2.041 -0.684 0.3060
H -0.017 1.009 0.820 0.0563
H 3.891 0.867 2.893 0.3339
H 2.824 1.798 3.965 0.3186
H 2.647 0.019 3.853 0.3131
H 1.525 2.938 1.133 0.3302
H 0.234 2.482 2.293 0.3304
H 1.798 3.155 2.870 0.3414
```

Output
HOMO energy   -0.4150 Eh
Total charge   +1
Orbital gap   6.2328 eV
LUMO energy   -0.1859 hartree